No. 1
Computed, not measured: a 8-piece molecular cluster, H16O8 overall, with ωB97M-V/def2-TZVPD.

Summary:
Charge: 0
LUMO level: -0.060 eV
Energy relative to the best compared isomer or geometry (same formula, charge and spin): 3.043 eV
Multiplicity: 1
HOMO-LUMO gap: 0.38359 Ha

Each line ends with the Mulliken charge.
Positions of all 24 atoms, in Å:
O 2.542 2.424 -2.398  -0.64
H 2.152 3.322 -2.290  0.30
H 2.055 1.866 -1.743  0.34
O -3.364 0.561 1.282  -0.64
H -3.321 -0.185 0.524  0.33
H -2.970 1.298 0.812  0.32
O 1.429 0.308 -1.890  -0.76
H 1.672 -0.584 -1.591  0.41
H 0.711 -0.133 -2.460  0.34
O -0.302 -0.127 0.251  -0.56
H -1.087 -0.651 0.201  0.32
H 0.000 0.180 -0.644  0.38
O -0.561 2.925 1.110  -0.62
H 0.275 3.428 0.998  0.31
H -0.206 2.104 0.671  0.31
O 2.275 -1.904 -0.540  -0.68
H 2.070 -2.775 -0.858  0.30
H 2.052 -1.909 0.424  0.38
O -2.638 -1.988 0.303  -0.61
H -3.434 -2.205 -0.054  0.28
H -2.532 -2.422 1.071  0.26
O 1.437 -1.206 2.166  -0.68
H 0.980 -1.778 2.734  0.30
H 0.764 -0.546 1.919  0.32

No. 2
Computed, not measured: one molecule with the formula C5H8O, with ωB97M-V/def2-TZVPD.

Summary:
Charge: 0
LUMO level (spin up / spin down): 0.710 / -0.109 eV
Energy relative to the best compared isomer or geometry (same formula, charge and spin): 4.423 eV
Multiplicity: 1
HOMO-LUMO gap (spin up / spin down): 0.29297 / 0.23441 Ha

Each line ends with the Mulliken charge.
Positions of all 14 atoms, in Å:
O -2.745 -0.368 -0.407  -0.46
C -1.439 -0.063 -0.421  -0.20
C 1.202 1.694 -0.101  -0.98
C 1.659 0.436 0.164  0.25
C 1.005 -0.811 0.127  -0.59
C -0.432 -0.988 0.065  -0.19
H -2.874 -1.318 -0.273  0.31
H -1.275 0.985 -0.611  0.35
H 1.868 2.539 0.048  0.24
H 0.229 1.945 -0.500  0.15
H 2.703 0.373 0.472  0.24
H 1.563 -1.699 0.399  0.29
H -0.738 -2.031 -0.077  0.28
H -0.728 -0.695 1.114  0.31

No. 3
Computed, not measured: C30H38BrF3HgIN3O2PS as an isolated structure, with ωB97M-V/def2-TZVPD.

Summary:
Charge: -2
LUMO level (spin up / spin down): 4.026 / 4.026 eV
Multiplicity: 2
HOMO-LUMO gap (spin up / spin down): 0.22265 / 0.22536 Ha

Each line ends with the Mulliken spin population.
Positions of all 81 atoms, in Å:
Hg 1.188 0.158 -1.101  0.05
F -0.906 6.209 -1.319  0.00
C -0.272 5.544 -0.307  0.00
F 0.076 6.542 0.554  0.00
F -1.226 4.872 0.333  0.00
C 0.914 4.785 -0.788  0.00
C 2.103 5.483 -0.927  0.00
C 3.228 4.838 -1.411  0.00
C 3.103 3.495 -1.750  0.00
N 1.989 2.820 -1.625  0.00
C 0.883 3.411 -1.141  0.00
S -0.472 2.417 -0.988  0.00
H 2.146 6.527 -0.640  0.00
H 4.167 5.358 -1.514  0.00
H 3.942 2.935 -2.145  0.00
I 2.052 -0.415 -3.561  0.01
C 2.067 -1.923 0.022  0.68
C 2.720 -2.834 -0.804  0.11
C 3.838 -3.461 -0.279  0.02
C 4.258 -3.159 1.009  -0.03
C 3.501 -2.273 1.757  0.05
N 2.412 -1.718 1.256  0.02
H 2.399 -3.025 -1.816  0.01
H 4.398 -4.168 -0.881  0.01
H 5.161 -3.595 1.416  0.00
H 3.773 -1.994 2.768  0.00
C -2.907 -4.368 0.349  0.00
C -1.636 -3.605 -0.021  -0.01
C -1.084 -4.171 -1.328  0.00
C -0.558 -3.868 1.034  0.02
P -1.732 -1.666 -0.288  0.06
N -0.363 -1.009 -0.280  0.00
C -2.758 -1.374 -1.920  0.00
C -3.238 0.076 -1.895  0.00
C -3.949 -2.284 -2.215  0.00
C -1.744 -1.441 -3.060  0.00
C -2.824 -0.995 1.180  0.00
C -2.146 -1.520 2.446  0.00
C -2.640 0.522 1.194  0.01
C -4.314 -1.322 1.238  0.00
H -2.698 -5.441 0.315  0.00
H -3.719 -4.165 -0.341  0.00
H -3.241 -4.135 1.357  0.00
H -0.791 -5.217 -1.194  0.00
H -0.197 -3.606 -1.609  0.00
H -1.813 -4.134 -2.133  0.00
H -0.094 -4.842 0.865  0.00
H -0.950 -3.869 2.047  0.00
H 0.213 -3.104 0.954  0.02
H -4.142 0.206 -1.302  0.00
H -3.458 0.408 -2.911  0.00
H -2.450 0.719 -1.509  0.00
H -4.627 -2.338 -1.367  0.00
H -3.635 -3.290 -2.483  0.00
H -4.502 -1.876 -3.065  0.00
H -0.998 -0.665 -2.905  0.00
H -2.231 -1.245 -4.018  0.00
H -1.224 -2.389 -3.133  0.00
H -1.068 -1.414 2.336  0.00
H -2.398 -2.560 2.643  0.00
H -2.460 -0.934 3.314  0.00
H -1.618 0.766 0.911  0.00
H -2.815 0.919 2.196  0.00
H -3.311 1.037 0.516  0.00
H -4.498 -2.392 1.308  0.00
H -4.847 -0.936 0.374  0.00
H -4.739 -0.848 2.127  0.00
Br 4.981 6.144 2.146  0.00
C 3.732 4.696 2.001  0.00
C 2.404 4.947 2.287  0.00
C 1.504 3.899 2.179  0.00
C 1.935 2.647 1.778  0.00
C 3.273 2.419 1.492  0.00
C 4.189 3.455 1.619  0.00
C 3.789 1.054 0.991  0.00
O 4.717 0.551 1.624  0.00
O 3.241 0.624 -0.044  0.00
H 2.074 5.933 2.576  0.00
H 0.459 4.074 2.391  0.00
H 1.231 1.830 1.687  0.00
H 5.236 3.266 1.428  0.00

No. 4
Computed, not measured: C10H14BN7O2V as an isolated structure, with ωB97M-V/def2-TZVPD.

Summary:
Charge: +2
LUMO level (spin up / spin down): -11.259 / -10.801 eV
Multiplicity: 2
HOMO-LUMO gap (spin up / spin down): 0.17901 / 0.20238 Ha

Each line ends with the Mulliken spin population.
Positions of all 35 atoms, in Å:
H -0.323 2.885 2.328  0.00
N 0.024 1.596 0.671  -0.04
B 0.584 0.629 -1.607  0.00
N 0.507 1.820 -0.609  0.00
C 0.812 3.123 -0.759  0.00
V -0.586 -0.428 1.054  1.39
H 1.196 3.482 -1.702  0.00
C 0.514 3.775 0.442  0.00
H 0.639 4.820 0.656  0.00
C 0.019 2.786 1.305  0.00
H 0.983 0.984 -2.678  0.00
C -1.347 -2.037 1.737  -0.02
H -1.502 -2.326 2.788  0.00
H -0.309 -2.369 1.495  0.01
H -2.090 -2.525 1.103  0.01
N -0.844 0.016 -1.682  0.04
N 1.508 -0.453 -0.981  0.00
N -1.455 -0.491 -0.505  -0.11
N 1.166 -1.027 0.246  -0.06
C -1.691 -0.134 -2.697  -0.01
C 2.644 -1.008 -1.429  0.00
H -1.393 0.193 -3.681  0.00
H 3.059 -0.691 -2.373  0.00
C -2.874 -0.724 -2.238  -0.01
C 3.068 -1.962 -0.496  0.00
C -2.704 -0.934 -0.876  0.02
C 2.126 -1.940 0.536  0.00
H -3.739 -0.968 -2.822  0.00
H 3.940 -2.583 -0.561  0.00
H -3.353 -1.375 -0.134  0.00
H 2.083 -2.500 1.458  0.00
H -1.748 -0.641 1.947  -0.02
O 1.415 -0.020 3.344  -0.05
N 0.236 0.191 2.997  -0.05
O -0.565 0.835 3.725  -0.09

No. 5
Computed, not measured: an isolated ion of composition C6H6NO3 and charge -1, with ωB97M-V/def2-TZVPD.

Summary:
Charge: -1
LUMO level: 3.704 eV
Energy relative to the best compared isomer or geometry (same formula, charge and spin): 1.776 eV
Multiplicity: 1
HOMO-LUMO gap: 0.30919 Ha

Each line ends with the Mulliken charge.
Positions of all 16 atoms, in Å:
O 2.110 -1.435 -1.002  -0.76
C 1.979 -0.846 0.074  0.58
O 2.623 -0.948 1.122  -0.73
C 0.813 0.269 0.047  0.00
C 0.125 0.626 1.312  -0.27
C -1.262 0.640 1.318  -0.65
C -1.996 0.746 0.103  0.06
N -1.606 0.412 -1.030  -0.61
C -0.428 -0.382 -1.079  -0.07
O 0.119 -0.633 -2.335  -0.58
H 1.328 1.210 -0.279  0.21
H 0.897 0.747 2.172  0.31
H -1.876 0.840 2.230  0.27
H -2.927 1.217 -0.075  0.46
H -0.790 -1.368 -0.591  0.23
H 0.891 -1.096 -1.987  0.56

No. 6
Computed, not measured: a 2-piece molecular cluster, C4H11NO2S overall, with ωB97M-V/def2-TZVPD.

Summary:
Charge: 0
LUMO level: 0.555 eV
Energy relative to the best compared isomer or geometry (same formula, charge and spin): 0.303 eV
Multiplicity: 1
HOMO-LUMO gap: 0.34979 Ha

Each line ends with the Mulliken charge.
Positions of all 19 atoms, in Å:
N 2.221 0.626 -0.661  -0.33
C 1.326 -0.392 -0.926  0.42
O 1.550 -1.510 -0.523  -0.61
C 0.034 0.120 -1.553  -0.66
C -0.971 0.350 -0.408  -0.49
C -1.341 -0.834 0.482  -0.63
S -2.916 -1.683 0.157  -0.22
H 3.147 0.484 -0.284  0.24
H 2.034 1.540 -1.049  0.18
H 0.121 1.044 -2.113  0.38
H -0.368 -0.720 -2.128  0.26
H -0.685 1.256 0.152  0.33
H -1.873 0.774 -0.857  0.42
H -0.659 -1.659 0.252  0.21
H -1.284 -0.584 1.531  0.40
H -3.809 -0.661 0.255  0.11
O 0.785 0.610 2.734  -0.62
H 1.061 0.236 1.910  0.33
H 1.626 1.004 3.029  0.29

> Look up the charge of the second one.

0

> Which of these has the highest charge?

C10H14BN7O2V

Repeat the fifth record exactly.
Computed, not measured: an isolated ion of composition C6H6NO3 and charge -1, with ωB97M-V/def2-TZVPD.

Summary:
Charge: -1
LUMO level: 3.704 eV
Energy relative to the best compared isomer or geometry (same formula, charge and spin): 1.776 eV
Multiplicity: 1
HOMO-LUMO gap: 0.30919 Ha

Each line ends with the Mulliken charge.
Positions of all 16 atoms, in Å:
O 2.110 -1.435 -1.002  -0.76
C 1.979 -0.846 0.074  0.58
O 2.623 -0.948 1.122  -0.73
C 0.813 0.269 0.047  0.00
C 0.125 0.626 1.312  -0.27
C -1.262 0.640 1.318  -0.65
C -1.996 0.746 0.103  0.06
N -1.606 0.412 -1.030  -0.61
C -0.428 -0.382 -1.079  -0.07
O 0.119 -0.633 -2.335  -0.58
H 1.328 1.210 -0.279  0.21
H 0.897 0.747 2.172  0.31
H -1.876 0.840 2.230  0.27
H -2.927 1.217 -0.075  0.46
H -0.790 -1.368 -0.591  0.23
H 0.891 -1.096 -1.987  0.56

> Look up the charge of the first one.

0